# 1
Here is a 6-piece molecular cluster, C4H20O6 overall at a distorted geometry from the Open Molecules 2025 dataset. Energies are from ωB97M-V/def2-TZVPD.

Geometry as XYZ:
```
30
C4H20O6 ωB97M-V/def2-TZVPD
C 13.47940 6.61398 -17.96695
C 12.45636 7.41216 -18.76444
O 13.11442 7.91720 -19.93683
H 13.05516 6.20590 -17.04422
H 14.30485 7.21519 -17.58513
H 13.87085 5.80612 -18.58577
H 12.08236 8.21882 -18.12914
H 11.62223 6.75608 -19.01866
H 12.53281 7.67891 -20.66703
C 17.26730 4.60428 -22.13444
C 16.20861 5.55179 -21.57473
O 16.66740 6.28929 -20.42314
H 17.31160 3.66706 -21.57787
H 18.26427 5.04032 -22.19165
H 17.03696 4.34221 -23.16981
H 15.27036 5.02656 -21.37599
H 15.93451 6.31359 -22.30655
H 16.73897 5.61237 -19.73943
O 14.41107 9.83478 -17.85805
H 14.31221 9.50810 -18.76118
H 13.62737 10.37268 -17.70275
O 15.54384 8.82800 -20.90041
H 14.64421 8.56365 -20.63952
H 16.08087 8.04152 -20.66978
O 17.98895 10.23055 -21.09406
H 17.86929 11.08278 -20.66631
H 17.06838 9.86773 -21.12812
O 18.56107 8.22554 -22.88152
H 18.52798 9.02198 -22.31878
H 18.37055 7.50955 -22.27552
```

The calculation puts the HOMO energy at -10.3 eV. The calculation puts the energy at -615.8166 a.u. The calculation puts the energy relative to the best compared isomer or geometry (same formula, charge and spin) at 0.025 eV. Its spin multiplicity is 1. Its SMILES is CCO.CCO.O.O.O.O.

# 2
Here is C34H34ClMoN2O5PS3 as an isolated structure at a distorted geometry from the Open Molecules 2025 dataset. Energies are from ωB97M-V/def2-TZVPD.

Geometry as XYZ:
```
81
C34H34ClMoN2O5PS3 ωB97M-V/def2-TZVPD
Mo -0.49477 0.64733 0.51090
S -0.37646 2.27472 7.50085
C 0.62505 3.61461 7.79984
C 1.16381 4.12283 6.65415
C 0.75808 3.41182 5.50945
C -0.09162 2.36619 5.79140
C -0.67758 1.40837 4.87344
C -0.48948 1.54869 3.48634
N -0.91830 0.66691 2.59192
C -1.60667 -0.41864 3.03026
C -1.92475 -0.61115 4.38059
C -2.71080 -1.76017 4.73241
C -3.12328 -2.64270 3.79682
C -2.76838 -2.48560 2.41495
C -3.15947 -3.36428 1.40267
C -2.75022 -3.16192 0.08678
C -1.90589 -2.06525 -0.15519
N -1.54558 -1.19596 0.78206
C -1.98168 -1.38083 2.05542
C -3.15576 -4.03822 -0.99855
C -4.06897 -5.06251 -0.95922
C -4.24712 -5.70078 -2.20463
C -3.47237 -5.16102 -3.18443
S -2.51245 -3.87538 -2.60537
C -1.43795 0.32155 5.29989
H 0.76742 3.96547 8.80974
H 1.82511 4.97599 6.63695
H 1.09544 3.66621 4.51427
H 0.02815 2.41090 3.09072
H -2.97433 -1.90341 5.77239
H -3.72624 -3.49777 4.07363
H -3.77654 -4.21685 1.65404
H -1.48949 -1.91660 -1.14417
H -4.61379 -5.35176 -0.07193
H -4.92345 -6.52629 -2.36831
H -3.40346 -5.45918 -4.21865
H -1.65066 0.18897 6.35350
O 8.16820 1.26724 -0.62636
C 7.22831 0.47636 -1.15521
O 7.49119 -0.32561 -2.00098
C 5.82201 0.62385 -0.62624
C 5.32991 1.79941 -0.06674
C 4.03583 1.84815 0.42457
C 3.23608 0.71527 0.33817
S 1.66298 0.75535 1.14798
C 3.70459 -0.45786 -0.24095
C 4.99748 -0.49176 -0.72782
H 7.84529 1.82875 0.08344
H 5.93329 2.69824 -0.02773
H 3.64993 2.75463 0.87205
H 3.06390 -1.32725 -0.29837
H 5.39924 -1.38304 -1.19200
C 0.09724 2.46477 -4.86700
C -0.22266 2.71272 -3.40788
O 0.49212 1.77484 -2.56431
P -0.10994 0.46128 -1.89555
O -1.16150 -0.08859 -2.96743
C -2.58271 0.15813 -3.09986
C -2.99607 -0.22639 -4.50213
O 1.04985 -0.60027 -1.98161
C 1.62133 -1.10328 -3.23911
C 2.85072 -0.31991 -3.64756
H -0.48610 3.14349 -5.48900
H -0.13997 1.43669 -5.14049
H 1.15382 2.64364 -5.06205
H -1.29788 2.63721 -3.22816
H 0.11346 3.70073 -3.10016
H -2.80261 1.20843 -2.90801
H -3.11528 -0.44969 -2.36420
H -2.49239 0.40039 -5.23679
H -4.07272 -0.10020 -4.61120
H -2.74606 -1.26900 -4.69426
H 0.85584 -1.07299 -4.01210
H 1.86833 -2.14161 -3.03016
H 2.61761 0.73687 -3.75844
H 3.20897 -0.70360 -4.60261
H 3.64483 -0.42217 -2.91017
Cl -2.82517 1.49893 -0.03896
C -1.44565 2.56484 0.26537
H -1.67594 3.20720 1.11096
H -1.25525 3.17154 -0.61589
```

As for the charge: +2. The calculation puts the HOMO energy (alpha / beta) at -13.0 / -13.0 eV. The calculation puts the energy at -3865.6449 a.u. The calculation puts the energy relative to the best compared isomer or geometry (same formula, charge and spin) at 0.000 eV. Its spin multiplicity is 3.

# 3
Here is a 7-piece molecular cluster, H14O7 overall at a distorted geometry from the Open Molecules 2025 dataset. Energies are from ωB97M-V/def2-TZVPD.

Geometry as XYZ:
```
21
H14O7 ωB97M-V/def2-TZVPD
O 0.52547 1.75776 -1.77849
H 0.56575 1.26622 -2.59885
H 1.16945 1.33261 -1.21212
O 0.42919 -3.46359 1.19443
H 1.11309 -2.97093 1.64808
H 0.86173 -3.81273 0.41516
O 2.54513 1.43736 0.12681
H 2.81322 2.35224 0.04106
H 2.71390 1.22281 1.04427
O -2.54407 -0.49901 -1.60223
H -2.49156 0.08623 -2.35786
H -2.05765 -0.04592 -0.91350
O -0.62852 -0.09700 0.54148
H -0.27735 0.79257 0.50183
H -0.03390 -0.56380 1.12864
O -2.23589 -2.92081 1.03356
H -1.31562 -3.08844 1.23661
H -2.23267 -2.07455 0.58627
O 0.40846 3.20777 0.69280
H -0.25727 3.50656 0.07332
H 0.92920 2.57464 0.19863
```

As for the charge: +1. The calculation puts the HOMO energy (alpha / beta) at -14.4 / -14.4 eV. The calculation puts the energy at -534.6644 a.u. The calculation puts the energy relative to the best compared isomer or geometry (same formula, charge and spin) at 1.050 eV. Its spin multiplicity is 2.

# 4
Here is C43H25BrMoN10O2 as an isolated structure at a distorted geometry from the Open Molecules 2025 dataset. Energies are from ωB97M-V/def2-TZVPD.

Geometry as XYZ:
```
82
C43H25BrMoN10O2 ωB97M-V/def2-TZVPD
Mo 0.08843 1.09656 -0.40992
C 3.21777 -3.31208 3.61951
C 3.84464 -2.13763 4.06387
C 3.42662 -0.89073 3.62843
C 2.37225 -0.84597 2.72376
C 1.67424 0.25449 2.09361
N 1.83193 1.54685 2.44389
C 0.94974 2.43709 2.08708
C 0.76082 3.80758 2.57899
C 1.55902 4.60703 3.38294
C 1.08724 5.86775 3.72069
C -0.16524 6.31484 3.28925
C -0.97770 5.50540 2.50599
C -0.49322 4.26024 2.14533
C -1.12242 3.13978 1.41237
N -2.34897 2.86786 1.10614
C -2.44422 1.48265 1.03116
N -2.34516 0.72977 -0.02936
C -1.87989 -0.63670 0.39290
N -0.75806 -0.68078 -0.85496
C -0.70876 -1.53528 -1.81785
N -2.42937 -1.92897 0.22378
C -1.38276 -2.72308 0.34527
N -0.14005 -2.57765 0.89027
C 0.66573 -1.63533 1.36925
N 0.71262 -0.26281 1.23269
C 1.74725 -2.00915 2.29089
C 2.15541 -3.25873 2.73205
C -1.44591 -3.71550 -0.76046
C -1.79172 -5.04566 -0.80692
C -1.91936 -5.65225 -2.05379
C -1.68662 -4.93174 -3.21673
C -1.30972 -3.59448 -3.15587
C -1.20593 -2.97173 -1.92016
C -1.81707 -0.48933 1.97992
C -1.67837 -1.41501 3.00998
C -1.95361 -1.01537 4.30686
C -2.41899 0.26987 4.60291
C -2.63757 1.16238 3.57327
C -2.35014 0.73544 2.28501
N -0.13948 2.17684 1.26718
H 3.57315 -4.27169 3.97545
H 4.67103 -2.21132 4.76064
H 3.90105 0.02076 3.96997
H 2.52352 4.25176 3.72409
H 1.69795 6.51916 4.33546
H -0.50518 7.30309 3.57411
H -1.95859 5.83377 2.18109
H 1.65829 -4.15547 2.38131
H -1.98543 -5.59396 0.10689
H -2.21224 -6.69397 -2.11640
H -1.79130 -5.41177 -4.18074
H -1.11682 -3.04857 -4.07030
H -1.35218 -2.42856 2.83762
H -1.81257 -1.72990 5.10897
H -2.62343 0.55135 5.62696
H -3.03878 2.15503 3.74274
N -0.76175 2.10385 -1.81725
N 1.55859 2.45576 -0.82782
C 2.36965 1.56658 -1.46940
O 3.30385 1.73135 -2.21055
O 1.82912 0.36113 -1.11441
H -0.37848 2.91055 -2.28699
H -1.70927 1.90568 -2.11381
H 1.63567 3.43154 -1.06988
Br -3.02610 -0.34231 -3.34089
C -1.51362 0.09683 -4.39665
C -1.78332 0.83591 -5.50687
C -0.74821 1.19493 -6.39906
C 0.52065 0.77892 -6.15217
C 0.82340 -0.01077 -5.01233
C 2.14758 -0.47860 -4.82520
C 2.45853 -1.30751 -3.79559
C 1.46152 -1.65360 -2.86663
C 0.19413 -1.16154 -2.96554
C -0.19414 -0.36079 -4.08133
H -2.80138 1.14459 -5.70394
H -0.98072 1.78036 -7.28001
H 1.32992 1.03687 -6.82740
H 2.90865 -0.15817 -5.52729
H 3.46914 -1.66853 -3.65808
H 1.71475 -2.27916 -2.01806
```

The calculation puts the HOMO energy (alpha / beta) at -6.3 / -8.3 eV. The calculation puts the energy at -4993.8323 a.u. The calculation puts the energy relative to the best compared isomer or geometry (same formula, charge and spin) at 5.308 eV. Its spin multiplicity is 3.

# 5
Here is an isolated ion of composition C7H5N4O and charge -1 at a distorted geometry from the Open Molecules 2025 dataset. Energies are from ωB97M-V/def2-TZVPD.

Geometry as XYZ:
```
17
C7H5N4O ωB97M-V/def2-TZVPD
C -2.81400 -0.87142 -0.21035
C -2.58555 0.51183 -0.22889
C -1.29513 0.98737 -0.23499
C -0.14195 0.12251 -0.19305
N 1.05745 0.70301 -0.21268
C 2.32618 0.39771 0.13123
O 2.93086 -0.69413 0.19979
C -0.41153 -1.28209 -0.21482
C -1.71835 -1.75931 -0.21776
H -3.84529 -1.23504 -0.21434
H -3.43136 1.20370 -0.25557
H -1.09307 2.05722 -0.27502
H 0.47477 -1.92773 -0.24670
H -1.88265 -2.84445 -0.24289
N 2.99387 1.63296 0.43460
N 4.19098 1.46516 0.77129
N 5.24479 1.53268 1.21016
```

As for the charge: -1. The calculation puts the HOMO energy at -3.4 eV. The calculation puts the energy at -564.0123 a.u. Its spin multiplicity is 1.

# 6
Here is C4H7NO in the gas phase at a distorted geometry from the Open Molecules 2025 dataset. Energies are from ωB97M-V/def2-TZVPD.

Geometry as XYZ:
```
13
C4H7NO ωB97M-V/def2-TZVPD
C -1.20403 -0.35326 -0.77635
C 0.15613 0.32719 -0.66691
C 0.42712 0.84435 0.76122
N 0.70292 -0.28896 1.58553
C 1.00491 -1.34680 1.99813
O 1.20595 -0.51092 -1.08846
H -1.34554 -0.72454 -1.79484
H -1.27382 -1.20468 -0.08872
H -2.01624 0.34337 -0.53925
H 0.19016 1.19202 -1.33699
H 1.30311 1.49988 0.77582
H -0.43293 1.39084 1.16344
H 1.25173 -1.25346 -0.46601
```

The calculation puts the HOMO energy at -10.8 eV. The calculation puts the energy at -286.5650 a.u. The calculation puts the energy relative to the best compared isomer or geometry (same formula, charge and spin) at 1.814 eV. Its spin multiplicity is 1.